#a
Density functional theory data (wB97M-V/def2-TZVPD) for C42H34HfN5O8PS as an isolated structure.

Orbital gap ... 8.40 eV
Molecular weight ... 978.29 g mol⁻¹

Atoms and positions in Å:
Hf: 0.6834 0.8899 1.3036
O: 3.8504 1.0319 4.1222
C: 3.1724 1.1370 3.1138
N: 1.8409 1.3601 3.0418
C: 1.1753 1.5856 4.3083
C: -0.0743 2.3798 4.0605
C: -0.7396 3.0355 5.0866
C: -1.9024 3.7249 4.8006
C: -2.3703 3.7438 3.4947
C: -1.6498 3.0749 2.5283
N: -0.5203 2.4123 2.8005
C: 3.8065 1.1015 1.7497
C: 5.1726 0.9889 1.5965
C: 5.6989 0.9993 0.3148
C: 4.8349 1.1121 -0.7612
C: 3.4748 1.2020 -0.5183
N: 2.9691 1.2129 0.7114
H: 0.9041 0.6420 4.7958
H: 1.8391 2.1158 4.9948
H: -0.3385 2.9981 6.0905
H: -2.4385 4.2427 5.5853
H: -3.2796 4.2613 3.2260
H: -1.9810 3.0571 1.4995
H: 5.7828 0.8981 2.4837
H: 6.7667 0.9171 0.1596
H: 5.1944 1.1162 -1.7806
H: 2.7694 1.2487 -1.3317
C: 2.5740 1.4681 -5.6258
C: 2.6796 2.3802 -4.5865
C: 1.8997 2.2365 -3.4471
C: 1.0044 1.1725 -3.3197
C: 0.8934 0.2733 -4.3810
C: 1.6700 0.4190 -5.5222
P: 0.0908 0.9177 -1.7430
C: -1.4612 0.1390 -2.2978
C: -2.6706 0.8206 -2.3662
C: -3.8379 0.1428 -2.6931
C: -3.8077 -1.2194 -2.9514
C: -2.6059 -1.9108 -2.8703
C: -1.4439 -1.2354 -2.5350
C: -0.2143 2.6201 -1.2127
C: -0.7306 3.6556 -1.9978
C: -0.6659 4.9521 -1.5256
C: -0.0734 5.2038 -0.2872
C: 0.3924 4.1615 0.4950
C: 0.3187 2.8220 0.0705
H: 3.1769 1.5831 -6.5171
H: 3.3634 3.2160 -4.6643
H: 1.9794 2.9698 -2.6532
H: 0.1797 -0.5386 -4.3272
H: 1.5554 -0.2818 -6.3403
H: -2.7140 1.8779 -2.1403
H: -4.7757 0.6819 -2.7372
H: -4.7203 -1.7450 -3.2014
H: -2.5741 -2.9788 -3.0452
H: -0.5204 -1.7934 -2.4203
H: -1.1344 3.4515 -2.9832
H: -1.0484 5.7711 -2.1218
H: 0.0107 6.2248 0.0662
H: 0.8158 4.3949 1.4671
O: 0.3592 -5.1573 0.0390
C: 0.6180 -4.9066 -1.2347
O: 0.2384 -5.6324 -2.1220
C: 1.3273 -3.6353 -1.5578
C: 1.7445 -3.3536 -2.8373
N: 2.3291 -2.1450 -2.7930
N: 2.2960 -1.5876 -1.5804
C: 1.6896 -2.4801 -0.8116
C: 1.4805 -2.1942 0.6417
O: 1.1614 -3.1204 1.3869
O: 1.6261 -0.9821 1.0242
H: 0.7509 -4.4511 0.6255
H: 1.6599 -3.9404 -3.7358
H: 2.7125 -1.6151 -3.5584
C: -3.9785 -6.0255 2.5414
C: -3.4359 -4.6343 2.3700
C: -2.0959 -4.3587 2.6259
C: -1.5894 -3.0778 2.4835
C: -2.4434 -2.0653 2.0739
C: -3.7877 -2.3066 1.8212
C: -4.2728 -3.5933 1.9705
S: -1.8227 -0.4568 1.7944
O: -2.9160 0.4701 1.8696
O: -0.7128 -0.2010 2.7591
O: -1.0935 -0.4210 0.4882
H: -3.1822 -6.7664 2.4933
H: -4.7137 -6.2580 1.7713
H: -4.4723 -6.1256 3.5104
H: -1.4326 -5.1593 2.9288
H: -0.5443 -2.8717 2.6703
H: -4.4292 -1.4934 1.5110
H: -5.3178 -3.7962 1.7694

#b
Density functional theory data (wB97M-V/def2-TZVPD) for C42H34HfN5O8PS as an isolated structure.

Orbital gap ... 8.17 eV
Molecular weight ... 978.29 g mol⁻¹

Atoms and positions in Å:
Hf: 0.7777 -0.3592 0.8748
O: -1.4247 -1.5500 4.3514
C: -0.5614 -1.2394 3.5489
N: -0.6194 -1.3504 2.1956
C: -1.8541 -1.9207 1.6793
C: -1.7527 -3.3341 1.1577
C: -2.6774 -3.7604 0.2063
C: -2.6186 -5.0531 -0.2682
C: -1.6300 -5.9007 0.2140
C: -0.7393 -5.3924 1.1361
N: -0.7915 -4.1404 1.6030
C: 0.7445 -0.6682 4.0327
C: 0.9501 -0.4238 5.3737
C: 2.1941 0.0322 5.7751
C: 3.1847 0.2174 4.8210
C: 2.8779 -0.0093 3.4915
N: 1.6751 -0.4334 3.1042
H: -2.2183 -1.2948 0.8616
H: -2.6120 -1.8947 2.4705
H: -3.4123 -3.0615 -0.1747
H: -3.3216 -5.3948 -1.0164
H: -1.5429 -6.9224 -0.1273
H: 0.0642 -6.0105 1.5234
H: 0.1388 -0.6110 6.0614
H: 2.3940 0.2367 6.8184
H: 4.1729 0.5575 5.0936
H: 3.5989 0.1788 2.7073
C: 0.5759 3.5634 -3.6882
C: 0.9344 2.2282 -3.8113
C: 0.2704 1.2550 -3.0739
C: -0.7442 1.6144 -2.1939
C: -1.0705 2.9633 -2.0450
C: -0.4312 3.9287 -2.8037
P: -1.6657 0.4157 -1.1609
C: -3.3585 0.5248 -1.8435
C: -3.6499 1.0090 -3.1165
C: -4.9561 1.0020 -3.5859
C: -5.9826 0.5096 -2.7925
C: -5.7035 0.0310 -1.5196
C: -4.4000 0.0484 -1.0467
C: -1.0596 -1.1938 -1.7249
C: -1.6036 -1.9164 -2.7809
C: -1.0440 -3.1336 -3.1327
C: 0.0666 -3.5908 -2.4379
C: 0.6002 -2.8518 -1.3892
C: 0.0437 -1.6333 -0.9655
H: 1.0844 4.3197 -4.2717
H: 1.7268 1.9383 -4.4885
H: 0.5484 0.2134 -3.1882
H: -1.8443 3.2537 -1.3412
H: -0.7101 4.9687 -2.6962
H: -2.8526 1.3912 -3.7421
H: -5.1706 1.3815 -4.5764
H: -6.9996 0.5071 -3.1617
H: -6.5025 -0.3402 -0.8915
H: -4.1871 -0.2939 -0.0392
H: -2.4607 -1.5293 -3.3202
H: -1.4595 -3.7156 -3.9456
H: 0.5208 -4.5364 -2.7087
H: 1.4643 -3.2729 -0.8920
O: 6.1110 -3.0720 0.0460
C: 5.3517 -3.8751 0.7767
O: 5.7608 -4.9084 1.2407
C: 3.9633 -3.4174 1.0560
C: 3.0215 -4.1225 1.7870
N: 1.8930 -3.4008 1.8152
N: 2.0515 -2.2624 1.1461
C: 3.2900 -2.2466 0.6792
C: 3.6095 -1.0406 -0.1469
O: 4.6955 -0.9168 -0.6897
O: 2.6253 -0.2094 -0.1847
H: 5.6394 -2.2512 -0.2590
H: 3.1120 -5.0861 2.2582
H: 0.9218 -3.6532 2.0846
C: 0.6281 7.6064 -1.2042
C: 0.6839 6.3076 -0.4449
C: -0.3392 5.9721 0.4444
C: -0.2997 4.7894 1.1570
C: 0.7707 3.9230 0.9635
C: 1.7891 4.2225 0.0757
C: 1.7410 5.4245 -0.6161
S: 0.8284 2.4302 1.8816
O: 2.0567 1.7276 1.4826
O: 0.6744 2.7409 3.2709
O: -0.2717 1.5435 1.3548
H: -0.2913 7.6753 -1.7881
H: 1.4723 7.7028 -1.8846
H: 0.6440 8.4560 -0.5202
H: -1.1699 6.6535 0.5855
H: -1.0776 4.5363 1.8649
H: 2.6022 3.5237 -0.0617
H: 2.5360 5.6703 -1.3090

Which structure loses on stability? #b does.

#a
Density functional theory data (wB97M-V/def2-TZVPD) for a 2-piece molecular cluster, C3H9O2 overall.

Orbital gap ... 5.61 eV
Molecular weight ... 77.10 g mol⁻¹
Charge ... -1

Atoms and positions in Å:
C: -0.9263 -0.9335 0.5165
O: -1.5595 -2.0498 0.1821
C: 0.6146 -0.9325 0.1740
C: 1.4865 -0.4234 1.3185
H: -1.3359 -0.0033 0.0246
H: -0.9654 -0.6872 1.6088
H: 0.7794 -1.9862 -0.0952
H: 0.7984 -0.3735 -0.7446
H: 2.5699 -0.5367 1.2230
H: 1.2004 0.6081 1.5089
H: 1.1407 -0.9329 2.2217
H: -0.2563 2.6309 -2.1456
H: 0.9481 3.4812 -1.7896
O: 0.0088 3.5541 -2.0276

#b
Density functional theory data (wB97M-V/def2-TZVPD) for a 2-piece molecular cluster, C3H9O2 overall.

Orbital gap ... 6.74 eV
Molecular weight ... 77.10 g mol⁻¹
Charge ... -1

Atoms and positions in Å:
C: -0.8352 0.6156 -0.6421
O: -0.3517 0.1315 -1.7935
C: 0.2422 1.0345 0.4356
C: 1.6176 0.4235 0.1292
H: -1.4787 -0.1581 -0.1308
H: -1.5490 1.4864 -0.6626
H: -0.0860 0.7808 1.4526
H: 0.3330 2.1288 0.4976
H: 2.4211 0.9822 0.6072
H: 1.7359 0.4564 -0.9430
H: 1.6113 -0.6153 0.4639
H: -0.5824 -2.5900 0.5807
H: -1.5534 -2.0205 -0.3696
O: -1.5247 -2.6557 0.3748

Which structure loses on stability? #a does.

#a
Density functional theory data (wB97M-V/def2-TZVPD) for FH3N2OS as an isolated structure.

Orbital gap ... 9.73 eV
Molecular weight ... 98.10 g mol⁻¹

Atoms and positions in Å:
N: 1.0296 0.5147 -0.9405
N: -0.2332 -0.6032 -0.2471
O: -1.3029 -0.0054 0.3596
F: 0.4184 -1.2647 0.7711
S: -2.6071 0.0566 -0.6741
H: 0.5976 0.7119 -1.7906
H: 1.8046 -0.2466 -1.1988
H: -3.4502 -0.7878 -0.0978

#b
Density functional theory data (wB97M-V/def2-TZVPD) for one molecule with the formula FH3N2OS.

Orbital gap ... 9.73 eV
SMILES ... NN(F)OS
Molecular weight ... 98.10 g mol⁻¹

Atoms and positions in Å:
N: 0.1346 0.5882 -0.8726
N: 0.5897 0.1433 0.2929
F: 1.7708 1.0588 0.6595
O: -0.1486 0.3111 1.4010
S: 0.3290 -0.8721 2.6113
H: -0.4456 1.4601 -0.9400
H: 0.9065 0.6278 -1.6108
H: 1.2819 -0.0300 3.0806

#c
Density functional theory data (wB97M-V/def2-TZVPD) for a 2-piece molecular cluster, FH3N2OS overall.

Orbital gap (alpha / beta) ... 7.65 / 8.78 eV
Molecular weight ... 98.10 g mol⁻¹

Atoms and positions in Å:
N: -1.2258 -0.3752 0.1801
N: 1.2445 0.7212 -0.8634
O: 1.6172 -0.0166 0.2061
F: 1.7941 1.9464 -0.4661
S: 1.2669 -1.5884 0.3813
H: -1.7678 -0.7857 -0.6273
H: -1.1990 0.7023 0.1051
H: -1.7302 -0.6040 1.0842

Which structure loses on stability? #a does.